This record from the OMol25 dataset describes a molecular structure, C26H19Cl2HfIN11O2S. The level of theory is ωB97M-V with the def2-TZVPD basis set.

Computed properties:
Relative energy (zero: lowest compared OMol25 entry of this formula, charge and spin) = 0.3385 eV
HOMO energy = -10.9 eV
LUMO level = -3.679 eV
Kohn-Sham gap = 7.21 eV
Charge = +1

Atoms and positions in Å:
1 C -1.01 -0.61 4.25
2 H 0.53 0.20 -3.82
3 H 1.22 -3.67 -3.48
4 N 0.67 -1.54 -2.20
5 C -0.01 4.24 -3.41
6 H 2.12 -5.97 -3.70
7 N -2.90 2.35 0.20
8 C 2.37 3.49 1.83
9 C 2.17 -5.45 -2.75
10 S 2.28 1.27 0.15
11 H -2.01 -0.33 4.55
12 C -0.75 -0.10 2.85
13 N 0.32 2.33 1.49
14 C -4.24 2.39 0.15
15 H 2.30 5.14 3.19
16 H -3.35 -0.45 -1.17
17 C -1.24 -4.78 0.10
18 C 1.71 -3.52 -1.40
19 N 2.27 -3.51 0.91
20 H -4.80 3.24 0.52
21 N -0.60 -5.74 0.02
22 N -0.15 2.38 -1.33
23 C 0.11 2.88 -3.66
24 C 2.79 -5.46 -0.42
25 C -4.65 1.22 -0.44
26 Cl -0.90 -2.37 4.24
27 C 1.64 2.47 1.23
28 H -0.29 5.69 -1.85
29 N -1.99 -3.71 0.24
30 N 1.24 -1.61 0.06
31 C 0.39 4.16 3.01
32 H 3.43 3.59 1.60
33 C 1.76 -2.29 1.04
34 H 0.28 2.51 -4.66
35 C 2.73 -6.09 -1.65
36 C -3.47 0.52 -0.71
37 C 1.66 -4.18 -2.64
38 N -2.40 1.22 -0.32
39 C 1.75 4.34 2.71
40 O 0.37 -0.33 2.29
41 H -1.31 2.91 2.61
42 H 3.12 -7.10 -1.74
43 C 1.18 -2.17 -1.20
44 N -1.45 -1.35 0.21
45 H 1.79 -1.84 2.03
46 C 0.28 0.57 -2.82
47 Hf -0.19 0.38 0.33
48 H 3.21 -5.96 0.44
49 H -2.28 3.06 0.57
50 H -0.12 4.79 3.72
51 I -6.57 0.63 -0.84
52 H -0.39 3.99 -0.07
53 H 0.04 4.96 -4.21
54 C 2.27 -4.18 -0.31
55 H 2.64 -3.97 1.73
56 N 0.29 -0.24 -1.84
57 C -0.26 3.69 -1.10
58 C -0.28 3.13 2.39
59 C 0.04 2.00 -2.60
60 C -1.67 -2.51 0.22
61 Cl 0.14 0.13 5.36
62 O -1.63 0.52 2.23
63 C -0.20 4.65 -2.10